1.
35
Properties=species:S:1:pos:R:3:mulliken_charge:R:1 method="wB97M-V/def2-TZVPD" spin_multiplicity=1
C 0.56028 0.96241 -0.03218 0.325
C 1.95104 1.39462 -0.60694 -0.221
C -0.59539 1.21007 -0.99621 -1.168
C -1.84644 0.48853 -0.49130 0.547
C -2.65544 1.33850 0.31407 -0.795
C -2.32893 -0.78484 -0.77260 0.153
C -3.76757 0.69535 0.89891 -0.664
C -3.49286 -1.30948 -0.30151 -0.647
C -4.26823 -0.50812 0.46841 1.057
C 2.93212 -0.97066 -0.62501 0.479
C 1.59836 -1.78055 -0.41192 0.144
C 3.94584 -1.10897 0.50071 -0.862
H -0.04136 0.97024 2.27566 0.329
H 0.89031 2.62938 1.21032 0.268
H 0.71507 -0.06479 0.17662 0.428
H -0.82791 2.30871 -1.01786 0.437
H -0.62323 0.90737 -2.16349 0.284
H -2.37184 2.39058 0.53209 0.296
H -1.68785 -1.63271 -1.14424 0.174
H -4.57456 1.22889 1.52431 0.106
H -3.83225 -2.39866 -0.43327 0.288
H -5.51783 -0.61295 2.09744 0.385
H 3.60866 0.65488 -1.59089 0.283
H 3.30373 -1.76451 -1.43118 0.210
H 3.79991 -2.19233 0.86231 0.315
H 5.05105 -1.04144 0.23116 0.405
H 3.67210 0.95934 1.46601 0.110
H 0.94957 -0.97602 -1.90945 0.408
N 0.28642 1.72875 1.14307 -0.622
N 2.76577 0.34655 -1.04813 0.009
O 2.20873 2.52104 -0.77875 -0.578
O -5.35750 -0.98948 0.95911 -0.647
O 1.34940 -2.62087 0.48037 -0.622
O 0.65688 -1.71375 -1.40225 -0.435
S 3.54394 -0.26514 2.01663 -0.179

=====

2.
44
Properties=species:S:1:pos:R:3:mulliken_charge:R:1 method="wB97M-V/def2-TZVPD" spin_multiplicity=1 smiles="CCC(=O)N1c2ccc(S(=O)(=O)NCc3ccco3)cc2C[C@@H]1C"
C -5.10249 -2.53600 0.65071 -1.401
C -4.50691 -1.31577 -0.04051 -0.334
C -3.13361 -0.99294 0.52671 0.720
O -2.59415 -1.69350 1.35431 -0.645
N -2.52458 0.12143 0.01350 0.277
C -1.21492 0.51324 0.29842 0.248
C -0.37243 0.07137 1.30752 -1.356
C 0.89292 0.63456 1.39111 -0.476
C 1.29151 1.59710 0.48533 -0.174
S 2.91959 2.30090 0.64400 1.516
O 3.21500 3.07163 -0.53415 -0.705
O 3.07273 2.92946 1.92229 -0.750
N 3.85276 0.90746 0.69074 -0.321
C 4.06234 0.28342 -0.60390 -0.355
C 4.51260 -1.12750 -0.43056 0.113
C 5.75908 -1.67975 -0.36691 -0.576
C 5.56863 -3.06314 -0.13034 -0.380
C 4.22277 -3.24443 -0.06313 -0.417
O 3.57734 -2.08132 -0.24286 -0.267
C 0.46095 2.03457 -0.53494 -0.618
C -0.79850 1.48737 -0.61779 0.932
C -1.89800 1.74494 -1.60381 -1.034
C -3.11135 1.08163 -0.92706 -0.251
C -3.92762 2.12376 -0.16000 -1.394
H -5.22349 -2.34358 1.71335 0.324
H -6.07167 -2.77857 0.22209 0.407
H -4.44061 -3.39025 0.53892 0.336
H -5.17174 -0.45965 0.07918 0.216
H -4.39836 -1.51402 -1.11045 0.281
H -0.69533 -0.68684 2.00003 0.509
H 1.58333 0.33412 2.16177 0.460
H 4.69909 1.04582 1.22250 0.310
H 4.78384 0.84083 -1.21412 0.375
H 3.09143 0.30094 -1.10520 0.274
H 6.69322 -1.16933 -0.48209 0.459
H 6.32870 -3.80962 -0.02620 0.419
H 3.62388 -4.11861 0.09778 0.453
H 0.81981 2.78170 -1.22469 0.534
H -2.06381 2.80633 -1.77993 0.429
H -1.66306 1.27397 -2.56153 0.306
H -3.74482 0.56440 -1.65081 0.422
H -3.27546 2.67165 0.51643 0.365
H -4.71375 1.65801 0.42838 0.380
H -4.38483 2.82421 -0.85408 0.388

=====

3.
14
Properties=species:S:1:pos:R:3:mulliken_charge:R:1 method="wB97M-V/def2-TZVPD" spin_multiplicity=1 smiles="C=C(F)/C(=N/S)SC"
C 2.00288 0.53857 0.73422 -0.856
C 0.89075 0.67670 0.01271 0.505
F 1.05731 1.14028 -1.23804 -0.262
C -0.43515 0.36108 0.47416 0.427
N -0.71214 0.50470 1.72470 -0.415
S -2.26858 0.15818 2.19012 -0.142
S -1.61858 -0.28915 -0.63713 -0.076
C -0.59239 -0.98875 -1.93358 -0.861
H 2.95216 0.74680 0.25087 0.317
H 1.97228 0.04476 1.70711 0.292
H -2.07030 0.76257 3.37104 0.152
H -0.07206 -0.30808 -2.65303 0.276
H -1.30326 -1.67958 -2.48433 0.330
H 0.19709 -1.66809 -1.51883 0.311

=====

4.
114
Properties=species:S:1:pos:R:3:mulliken_charge:R:1 method="wB97M-V/def2-TZVPD" spin_multiplicity=1 charge=-1
C 0.47809 2.27420 1.53062 -0.497
C -0.00186 1.16162 1.35888 -0.973
C -0.58874 -0.12123 1.09612 0.046
P -1.24600 -1.08267 2.63934 -0.430
F 0.33096 -1.83486 2.72892 -0.783
I -2.01493 -2.43983 4.80670 -0.261
C -1.86939 -2.54765 1.59299 -1.402
C -0.88569 -3.69343 1.35848 -1.485
C 0.11957 -3.44290 0.22942 0.076
C 1.59214 -3.55673 0.64539 -0.712
C 2.47815 -4.10399 -0.48236 -0.561
C 3.31482 -3.01791 -1.19918 -0.774
C 2.68224 -1.62220 -1.22952 0.296
C 3.14425 -0.75916 -2.42656 -0.621
C 2.05737 0.19728 -2.92863 -0.197
C 2.60625 1.56673 -3.31991 -0.859
C 2.83575 2.48299 -2.09987 -0.255
C 4.30695 2.73840 -1.78692 -0.486
C 4.55991 4.08645 -1.11989 -0.772
C 3.67817 4.35787 0.11153 -0.593
C -3.02183 -0.30052 2.56062 -0.810
C -3.18213 1.02355 1.86505 -0.123
O -4.54935 1.54397 2.09537 -0.334
C -4.54312 2.83222 2.43902 0.308
O -5.30796 3.64277 1.95591 -0.568
B -0.59797 0.20096 3.99599 1.564
C -1.47648 1.29568 4.73442 -0.940
O 0.70870 0.13450 4.42887 -0.562
H 0.96927 3.15331 1.81859 0.630
H -1.27067 -0.09838 0.25564 0.768
H 0.23167 -0.72839 0.73021 -0.440
H -2.69880 -2.98657 2.11650 0.850
H -2.17182 -2.17879 0.61689 0.454
H -1.49841 -4.53571 1.03029 0.460
H -0.42045 -4.05326 2.26213 0.360
H -0.03275 -4.18544 -0.54820 0.655
H -0.09147 -2.49688 -0.25647 -0.114
H 1.66890 -4.24841 1.47221 0.718
H 1.94098 -2.59422 0.99926 0.050
H 3.18107 -4.80792 -0.04899 0.271
H 1.92423 -4.66320 -1.22881 0.088
H 4.30291 -2.98325 -0.75434 0.323
H 3.47606 -3.32385 -2.23146 0.340
H 1.60144 -1.63775 -1.16240 -0.425
H 3.05400 -1.09979 -0.35480 0.338
H 3.47568 -1.42260 -3.21718 0.464
H 3.99871 -0.19064 -2.08012 0.239
H 1.29737 0.34784 -2.17305 0.200
H 1.61448 -0.23668 -3.81931 0.153
H 1.84724 2.05224 -3.92576 -0.035
H 3.48810 1.50795 -3.94849 0.442
H 2.32026 2.04290 -1.25559 -0.088
H 2.36648 3.44258 -2.29388 0.520
H 4.88425 2.71030 -2.70429 0.339
H 4.69418 1.95969 -1.13530 0.251
H 4.42739 4.88596 -1.84140 0.368
H 5.59639 4.12127 -0.80419 0.372
H 4.26639 4.33694 1.02148 0.405
H 2.89305 3.62462 0.23180 -0.159
H 3.22371 5.33503 0.03337 0.269
H -3.43386 -0.22925 3.55379 0.358
H -3.69709 -0.97789 2.04889 0.554
H -2.49033 1.80133 2.17291 0.170
H -3.12052 0.93204 0.79008 0.221
H -3.84794 3.11616 3.23801 0.273
H -1.65988 2.19449 4.15025 0.231
H -0.95074 1.62846 5.62449 0.287
H -2.42301 0.91692 5.10236 0.301
H 1.32303 0.25872 3.70295 0.285
O -3.28520 2.53354 8.65180 -0.651
S -2.45268 3.69217 8.61786 1.281
O -1.17399 3.66774 7.98707 -0.577
O -2.28307 4.24586 10.10568 -0.299
C -1.82838 3.31826 11.10801 -0.351
C -0.33524 3.06691 11.02471 -0.985
C -3.37414 5.05040 7.98046 -0.927
H -2.39215 2.38672 11.03625 0.333
H -2.07584 3.77531 12.06485 0.269
H -0.07566 2.52984 10.11350 0.303
H -0.00629 2.47105 11.87669 0.381
H 0.21239 4.00939 11.01639 0.258
H -4.32874 5.10063 8.49634 0.312
H -3.52449 4.86582 6.91927 0.342
H -2.80131 5.96209 8.12679 0.315
O 1.06199 -5.41923 -3.34389 -0.698
S -0.07537 -4.92467 -4.05224 1.290
O -1.39780 -5.13338 -3.55848 -0.659
O -0.00151 -5.43967 -5.56351 -0.263
C 0.15577 -6.85271 -5.77540 -0.348
C -1.14164 -7.61278 -5.57666 -0.982
C 0.16302 -3.21899 -4.36172 -0.882
H 0.94621 -7.24055 -5.13029 0.309
H 0.49464 -6.95992 -6.80467 0.276
H -1.45410 -7.59355 -4.53353 0.296
H -1.01749 -8.65407 -5.87655 0.395
H -1.94209 -7.16547 -6.16578 0.251
H 1.15766 -3.07333 -4.77506 0.325
H 0.07387 -2.70728 -3.40455 0.189
H -0.60163 -2.86136 -5.04729 0.443
O -1.43632 -0.13715 -6.15382 -0.671
S -0.63398 0.70473 -6.98546 1.325
O 0.64469 1.16048 -6.54325 -0.542
O -1.50821 1.94009 -7.46833 -0.325
C -2.17294 2.72369 -6.45354 -0.366
C -1.22352 3.66686 -5.74138 -0.708
C -0.44899 -0.04966 -8.56586 -1.062
H -2.68152 2.06456 -5.74875 0.322
H -2.93895 3.29161 -6.97780 0.291
H -0.50082 3.11901 -5.13747 0.046
H -1.78056 4.33330 -5.08303 0.398
H -0.66316 4.26355 -6.46126 0.263
H -1.42656 -0.36145 -8.92227 0.333
H 0.20186 -0.91158 -8.43808 0.379
H 0.00485 0.66718 -9.24465 0.336

=====

5.
33
Properties=species:S:1:pos:R:3:mulliken_charge:R:1 method="wB97M-V/def2-TZVPD" spin_multiplicity=1 smiles=CCSSC[C@@H](C)N.O.O.O.O
C -3.03710 2.32317 -1.81140 -0.935
C -1.83497 1.94613 -2.65174 -0.538
S -2.02602 0.35645 -3.56425 -0.135
S -2.18957 -1.24754 -2.27310 -0.055
C -0.97091 -0.90632 -0.97803 -0.625
C 0.45842 -1.45714 -1.22946 0.281
C 1.17065 -0.83488 -2.43429 -1.177
N 1.32845 -1.52185 -0.06459 -0.559
H -3.52884 3.28104 -2.01831 0.331
H -2.70747 2.40411 -0.77320 0.211
H -3.89479 1.66640 -1.92580 0.308
H -0.91566 1.97280 -2.07213 0.364
H -1.65018 2.51570 -3.56540 0.418
H -1.31224 -1.31422 -0.02525 0.430
H -0.95832 0.17002 -0.77185 -0.039
H 0.23376 -2.45249 -1.63149 0.214
H 1.62804 0.13371 -2.23036 0.344
H 0.46541 -0.61062 -3.23820 0.319
H 1.83801 -1.59304 -2.83784 0.298
H 0.72784 -1.64950 0.73623 0.346
H 1.71900 -0.58117 0.05143 0.229
O -0.23229 0.17901 1.94819 -0.535
H -0.48628 -0.21865 2.79790 0.338
H -1.08425 0.56707 1.72567 0.268
O 0.24995 -0.80935 4.51162 -0.710
H 1.06677 -0.98495 4.01373 0.380
H 0.48226 -0.92182 5.45082 0.314
O 2.36933 -1.70262 2.99249 -0.692
H 2.44093 -2.56119 2.56965 0.313
H 2.64648 -1.09274 2.28771 0.317
O 3.08781 1.71356 2.29710 -0.651
H 2.43600 1.32106 1.69587 0.294
H 2.47977 1.90982 3.01827 0.336

=====

6.
16
Properties=species:S:1:pos:R:3:mulliken_charge:R:1 method="wB97M-V/def2-TZVPD" spin_multiplicity=1 smiles="C=C([O-])[NH2+]CCO"
C -1.68308 0.66644 -1.19879 -1.106
C -1.14552 1.58495 -0.36175 0.674
O -1.03906 2.78806 -0.18525 -0.654
N -0.19614 0.74018 0.64789 -0.260
C 0.83097 0.02944 -0.25573 -0.759
C 1.00235 -1.38949 0.20168 -0.287
O 1.22951 -1.30250 1.58984 -0.506
H -1.66379 -0.39000 -0.94646 0.275
H -2.13577 0.98432 -2.11869 0.265
H 0.21524 1.43119 1.28748 0.319
H -0.77319 0.13178 1.24406 0.319
H 0.55034 0.02329 -1.32188 0.462
H 1.73185 0.63149 -0.17201 0.347
H 0.09085 -1.96800 -0.03865 0.258
H 1.83330 -1.85918 -0.34545 0.347
H 1.36688 -2.18379 1.94374 0.307

=====

no.,frontier orbital gap (hartree),energy (hartree),largest force on an atom (eV Å⁻¹)
1,0.30831,-1275.3487,7.9
2,0.33837,-1468.4616,1.0
3,0.32105,-1106.9491,2.5
4,0.21746,-4043.2746,2.6
5,0.30868,-1355.1738,1.8
6,0.28046,-362.9686,1.0